{
  "formula": "C25H32CoN5O5S2SeSi",
  "method": "ωB97M-V/def2-TZVPD",
  "elements": ["Co", "C", "Si", "C", "C", "Se", "H", "H", "H", "H", "H", "H", "H", "H", "H", "C", "S", "C", "O", "H", "H", "H", "H", "H", "H", "C", "C", "C", "C", "C", "C", "C", "C", "N", "H", "H", "H", "H", "H", "H", "C", "N", "C", "C", "C", "N", "C", "O", "N", "H", "H", "H", "H", "H", "H", "H", "O", "S", "O", "N", "C", "O", "C", "C", "C", "C", "C", "C", "H", "H", "H", "H"],
  "coordinates": [[0.1636, 0.1918, 0.4663], [-0.3282, 0.0464, 5.8159], [-0.6256, -0.4638, 4.0256], [-2.4858, -0.6817, 3.8310], [0.1769, -2.1515, 3.8011], [0.2472, 1.1131, 2.7115], [-0.7570, -0.6854, 6.5061], [-0.7811, 1.0179, 6.0197], [0.7412, 0.1265, 6.0196], [-2.8709, -1.4122, 4.5479], [-2.7155, -1.0197, 2.8184], [-2.9933, 0.2698, 4.0016], [-0.3227, -2.9005, 4.4234], [1.2303, -2.1121, 4.0837], [0.1214, -2.4597, 2.7559], [-2.3302, -3.8907, 0.9254], [-1.3904, -2.6829, -0.0123], [0.1764, -3.5494, -0.0152], [-1.2158, -1.5472, 0.9495], [-1.8433, -4.0335, 1.8908], [-2.3832, -4.8243, 0.3664], [-3.3288, -3.4843, 1.0700], [0.0881, -4.4212, -0.6630], [0.4310, -3.8342, 1.0062], [0.9221, -2.8502, -0.3947], [-1.1864, 1.4310, -0.4228], [-1.8991, 2.4523, 0.3523], [-1.5777, 3.8137, 0.2641], [-2.2242, 4.7674, 1.0272], [-3.2372, 4.3885, 1.9046], [-3.5861, 3.0360, 1.9989], [-2.9281, 2.0972, 1.2407], [-3.9247, 5.3741, 2.6850], [-4.4803, 6.1700, 3.3057], [-0.7011, 1.8786, -1.2983], [-1.8862, 0.6676, -0.7806], [-0.8080, 4.1275, -0.4335], [-1.9548, 5.8129, 0.9442], [-4.3696, 2.7362, 2.6842], [-3.1763, 1.0485, 1.3448], [4.9018, -1.6136, -1.0741], [4.2207, -0.4108, -0.6206], [4.6566, 0.7990, -1.0380], [3.9670, 1.9334, -0.8055], [2.6983, 1.7821, -0.1681], [2.2414, 0.5993, 0.1840], [2.9674, -0.5414, -0.0036], [2.5434, -1.6437, 0.3138], [1.9238, 2.8493, 0.0838], [5.9702, -1.5283, -0.8737], [4.7286, -1.7577, -2.1429], [4.4914, -2.4550, -0.5265], [5.5967, 0.7961, -1.5740], [4.3268, 2.8916, -1.1446], [2.1419, 3.7427, -0.3133], [1.0066, 2.6862, 0.4795], [2.3806, 1.4781, -4.6764], [2.2425, 0.1005, -4.2775], [3.3101, -0.7952, -4.6531], [1.9176, -0.0337, -2.6996], [0.7051, -0.5209, -2.4757], [0.1900, -0.7667, -1.3613], [-0.0673, -0.8186, -3.7352], [-1.3586, -1.2993, -3.8483], [-1.8740, -1.4811, -5.1261], [-1.1104, -1.1841, -6.2533], [0.1872, -0.6970, -6.1322], [0.6804, -0.5259, -4.8557], [-1.9345, -1.5107, -2.9567], [-2.8838, -1.8506, -5.2519], [-1.5369, -1.3293, -7.2379], [0.7826, -0.4568, -7.0027]],
  "lowdin_spin": [1.04, 0.00, -0.01, 0.00, 0.00, -0.03, 0.00, 0.00, 0.00, 0.00, 0.00, 0.00, 0.00, 0.00, 0.00, 0.00, 0.00, 0.00, 0.02, 0.00, 0.00, 0.00, 0.00, 0.00, 0.00, -0.03, 0.00, 0.00, 0.00, 0.00, 0.00, 0.00, 0.00, 0.00, -0.01, 0.00, 0.00, 0.00, 0.00, 0.00, 0.00, 0.00, 0.00, 0.00, 0.00, 0.01, 0.01, 0.00, 0.00, 0.00, 0.00, 0.00, 0.00, 0.00, 0.00, 0.00, 0.00, 0.00, 0.00, 0.00, 0.00, 0.00, 0.00, 0.00, 0.00, 0.00, 0.00, 0.00, 0.00, 0.00, 0.00, 0.00],
  "gap_ev": [6.416, 6.444],
  "multiplicity": 2,
  "homo_ev": [-4.3460, -4.3756],
  "total_charge": -1,
  "s2": 1.0710,
  "e_tot_ev": -176658.3166,
  "e_above_lowest_kcal_mol": 12.5
}

{
  "formula": "C25H32N4O4",
  "method": "ωB97M-V/def2-TZVPD",
  "elements": ["C", "O", "C", "C", "C", "C", "N", "C", "C", "N", "C", "C", "C", "N", "C", "O", "C", "C", "O", "C", "C", "C", "C", "C", "C", "C", "N", "C", "O", "C", "C", "C", "C", "H", "H", "H", "H", "H", "H", "H", "H", "H", "H", "H", "H", "H", "H", "H", "H", "H", "H", "H", "H", "H", "H", "H", "H", "H", "H", "H", "H", "H", "H", "H", "H"],
  "coordinates": [[8.0877, 0.5348, -3.6116], [6.9604, 1.2544, -3.1822], [6.0000, 0.5893, -2.4700], [6.0365, -0.7597, -2.1389], [5.0075, -1.3243, -1.4088], [3.9053, -0.5767, -0.9957], [2.9181, -1.1853, -0.2144], [2.2884, -2.3863, -0.7215], [1.6861, -3.1733, 0.4379], [0.6938, -2.3570, 1.1157], [-0.0193, -3.0928, 2.1562], [-1.1707, -3.9148, 1.5686], [-2.3622, -3.0325, 1.2182], [-1.9470, -1.9561, 0.3399], [-2.7786, -0.9348, 0.0926], [-3.9568, -0.9347, 0.4021], [-2.1361, 0.2563, -0.6166], [-1.6253, 1.2963, 0.4188], [-1.9199, 2.6167, 0.0114], [-3.2323, 2.9813, 0.1668], [-3.7831, 3.9497, -0.6551], [-5.1017, 4.3350, -0.4817], [-5.8941, 3.7586, 0.5015], [-7.3280, 4.1553, 0.6810], [-5.3326, 2.7971, 1.3333], [-4.0126, 2.4124, 1.1777], [-3.4040, 1.5035, 2.0430], [-2.2073, 0.9435, 1.7907], [-1.6384, 0.1983, 2.5643], [1.3319, -1.1509, 1.6208], [1.9487, -0.3592, 0.4672], [3.8789, 0.7775, -1.3371], [4.9087, 1.3480, -2.0548], [7.8127, -0.2797, -4.2906], [8.6524, 0.1266, -2.7664], [8.7101, 1.2514, -4.1456], [6.8657, -1.3841, -2.4332], [5.0750, -2.3685, -1.1428], [3.0209, -2.9999, -1.2439], [1.4820, -2.1304, -1.4316], [1.2098, -4.0772, 0.0533], [2.4931, -3.4712, 1.1298], [0.6673, -3.7497, 2.7137], [-0.4359, -2.3655, 2.8562], [-0.8339, -4.4419, 0.6751], [-1.4904, -4.6595, 2.2982], [-3.1478, -3.6144, 0.7243], [-2.7948, -2.6003, 2.1287], [-0.9338, -1.8482, 0.2800], [-2.9069, 0.7389, -1.2211], [-1.3243, -0.0671, -1.2666], [-0.5347, 1.2561, 0.4961], [-3.1666, 4.3945, -1.4197], [-5.5191, 5.0910, -1.1297], [-7.5044, 4.4994, 1.6990], [-7.5999, 4.9508, -0.0074], [-7.9801, 3.3018, 0.5005], [-5.9258, 2.3419, 2.1128], [-3.9168, 1.1919, 2.8573], [0.5737, -0.5426, 2.1190], [2.1267, -1.3944, 2.3453], [2.4493, 0.5191, 0.8769], [1.1475, -0.0322, -0.2183], [3.0448, 1.3993, -1.0528], [4.8822, 2.3943, -2.3159]],
  "mulliken_charge": [-0.84, -0.46, 0.83, -0.38, -0.72, -0.12, 0.15, -0.87, -0.87, 0.50, -0.90, -0.72, -0.68, -0.04, 0.50, -0.67, -0.88, 0.59, -0.55, 0.42, -0.93, -0.73, 0.64, -1.42, -0.94, 0.96, 0.10, 0.04, -0.66, -1.29, -1.10, -0.02, -0.94, 0.33, 0.33, 0.24, 0.37, 0.43, 0.54, 0.15, 0.43, 0.38, 0.45, 0.44, 0.30, 0.41, 0.37, 0.28, 0.21, 0.59, 0.25, 0.12, 0.45, 0.32, 0.33, 0.36, 0.32, 0.37, 0.25, 0.48, 0.39, 0.76, 0.50, 0.45, 0.41],
  "gap_ev": 8.306,
  "homo_ev": -7.5730,
  "smiles": "COc1ccc(N2CCN(CCCNC(=O)C[C@H]3Oc4ccc(C)cc4NC3=O)CC2)cc1",
  "e_tot_ev": -40595.6018,
  "e_above_lowest_kcal_mol": 40.3
}

{
  "formula": "C25H33AsF3N2PtSSb",
  "method": "ωB97M-V/def2-TZVPD",
  "elements": ["Pt", "N", "C", "C", "C", "C", "N", "H", "H", "H", "H", "H", "H", "H", "H", "H", "H", "H", "H", "C", "As", "C", "C", "S", "H", "H", "H", "H", "H", "H", "H", "H", "H", "F", "C", "C", "C", "C", "C", "C", "Sb", "C", "C", "C", "C", "F", "C", "C", "C", "C", "C", "C", "F", "C", "C", "H", "H", "H", "H", "H", "H", "H", "H", "H", "H", "H", "H"],
  "coordinates": [[1.4516, 0.2769, 0.1936], [1.5223, -1.3456, 1.4599], [2.0339, -0.6471, 2.7045], [1.2823, 0.6593, 3.0445], [1.7949, 2.0843, 2.6509], [2.4212, 2.5717, 1.3198], [1.7153, 2.3170, 0.0000], [0.6397, -1.8198, 1.6522], [2.1906, -2.0621, 1.1849], [3.0986, -0.4731, 2.5517], [1.9367, -1.3447, 3.5371], [1.2412, 0.7050, 4.1354], [0.2376, 0.5493, 2.7460], [2.5802, 2.3426, 3.3669], [0.9693, 2.7526, 2.9066], [3.4164, 2.1527, 1.1926], [2.5438, 3.6518, 1.4239], [2.3329, 2.6356, -0.7432], [0.8709, 2.8748, -0.0739], [5.4858, -1.2727, -2.7491], [3.6958, -1.0941, -2.0950], [2.9149, -2.8384, -1.9244], [2.6637, -0.1166, -3.3840], [3.7992, -0.0746, -0.2057], [5.4717, -1.8184, -3.6915], [6.0787, -1.8127, -2.0139], [5.9027, -0.2788, -2.8987], [2.8739, -3.3142, -2.9036], [1.9111, -2.7317, -1.5167], [3.5259, -3.4364, -1.2509], [2.6309, -0.6784, -4.3171], [3.1383, 0.8475, -3.5578], [1.6540, 0.0222, -2.9998], [-4.5953, 4.1014, 3.4490], [-3.8420, 3.2602, 2.7492], [-2.5751, 3.6662, 2.3649], [-1.7974, 2.7810, 1.6385], [-2.2807, 1.5169, 1.3029], [-3.5614, 1.1385, 1.7045], [-4.3510, 2.0123, 2.4336], [-1.1212, 0.2200, 0.1374], [-1.7757, -1.6821, 0.7376], [-1.8817, -1.9728, 2.0997], [-2.2534, -3.2410, 2.5205], [-2.5142, -4.2026, 1.5592], [-2.8712, -5.4206, 1.9540], [-2.4252, -3.9410, 0.2024], [-2.0503, -2.6709, -0.2058], [-1.7792, 0.4834, -1.8349], [-1.0589, -0.0968, -2.8784], [-1.4785, 0.0511, -4.1895], [-2.6200, 0.7971, -4.4333], [-3.0232, 0.9489, -5.6916], [-3.3509, 1.3904, -3.4199], [-2.9243, 1.2266, -2.1113], [-2.2253, 4.6527, 2.6363], [-0.8020, 3.0884, 1.3405], [-3.9525, 0.1589, 1.4554], [-5.3471, 1.7440, 2.7581], [-1.7082, -1.2042, 2.8469], [-2.3581, -3.4881, 3.5681], [-2.6601, -4.7224, -0.5075], [-2.0000, -2.4536, -1.2667], [-0.1636, -0.6754, -2.6727], [-0.9492, -0.3973, -5.0192], [-4.2355, 1.9628, -3.6629], [-3.4931, 1.6838, -1.3103]],
  "mulliken_charge": [1.90, -0.51, -0.79, -0.11, -0.49, -1.09, -0.44, 0.00, 0.37, 0.44, 0.51, 0.58, -0.21, 0.41, 0.33, 0.42, 0.50, 0.33, 0.20, -1.01, 0.70, -0.98, -0.59, -0.63, 0.40, 0.38, 0.37, 0.44, 0.18, 0.40, 0.44, 0.42, -0.13, -0.30, 0.16, -0.66, -0.33, 0.53, -0.49, -0.70, 0.11, -0.03, -0.17, -0.58, 0.16, -0.30, -0.58, -0.76, 0.17, -0.49, -0.81, 0.20, -0.30, -0.75, -0.41, 0.50, 0.19, 0.49, 0.49, 0.49, 0.49, 0.50, 0.44, 0.64, 0.49, 0.49, 0.44],
  "gap_ev": 8.342,
  "homo_ev": -14.2685,
  "total_charge": 2,
  "e_tot_ev": -119037.7663
}

{
  "formula": "C25H33AsN4O2STi",
  "method": "ωB97M-V/def2-TZVPD",
  "elements": ["Ti", "C", "N", "C", "C", "C", "C", "C", "C", "C", "N", "C", "C", "C", "C", "C", "C", "N", "C", "C", "H", "H", "H", "H", "H", "H", "H", "H", "H", "H", "H", "H", "H", "H", "H", "H", "H", "H", "H", "H", "O", "C", "O", "C", "C", "C", "C", "C", "N", "H", "H", "H", "H", "C", "As", "C", "C", "S", "H", "H", "H", "H", "H", "H", "H", "H", "H"],
  "coordinates": [[-0.1021, 0.9552, -0.3282], [-3.0057, -2.8299, 0.8358], [-2.1234, -1.7796, 1.3087], [-2.7448, -1.0403, 2.4099], [-0.7700, -2.1422, 1.5153], [-0.3621, -3.4748, 1.5667], [0.9771, -3.8119, 1.7255], [1.9309, -2.8149, 1.8601], [1.5384, -1.4830, 1.8210], [0.2071, -1.1290, 1.6312], [-0.1750, 0.2279, 1.4599], [0.0983, 1.1888, 2.4311], [0.5737, 0.9252, 3.7137], [0.7820, 1.9640, 4.6141], [0.5122, 3.2740, 4.2601], [0.0086, 3.5461, 2.9924], [-0.1943, 2.5247, 2.0891], [-0.7776, 2.7112, 0.7595], [-0.3831, 3.9913, 0.1210], [-2.2597, 2.6446, 0.8602], [-3.3111, -3.5235, 1.6339], [-3.9071, -2.3706, 0.4262], [-2.5237, -3.3986, 0.0417], [-3.0442, -1.7179, 3.2208], [-2.0615, -0.3046, 2.8157], [-3.6394, -0.5306, 2.0459], [-1.1007, -4.2647, 1.4929], [1.2699, -4.8561, 1.7563], [2.9767, -3.0701, 1.9932], [2.2678, -0.6872, 1.8937], [0.7847, -0.0975, 3.9982], [1.1629, 1.7398, 5.6042], [0.6839, 4.0835, 4.9586], [-0.2137, 4.5712, 2.7210], [-0.8779, 4.8375, 0.6037], [0.6901, 4.1053, 0.1852], [-0.6798, 3.9662, -0.9217], [-2.6357, 3.4863, 1.4408], [-2.7031, 2.6795, -0.1297], [-2.5480, 1.7175, 1.3493], [-3.2170, 0.9611, -2.1850], [-2.0648, 0.7303, -1.9837], [-1.1378, 1.6414, -1.7284], [-1.4665, -0.6635, -2.0033], [-2.0326, -1.7115, -2.6801], [-1.3363, -2.9105, -2.7536], [-0.1180, -3.0088, -2.1214], [0.3819, -1.9178, -1.4311], [-0.2631, -0.7505, -1.3829], [-2.9957, -1.5622, -3.1511], [-1.7438, -3.7575, -3.2924], [0.4540, -3.9266, -2.1512], [1.3214, -1.9613, -0.9073], [1.6117, 1.6686, -3.8064], [2.5002, 0.3779, -2.6375], [4.3239, 1.0585, -2.8013], [2.7354, -1.0631, -4.0363], [2.0629, 1.6470, -0.3453], [1.9712, 1.5490, -4.8285], [1.8396, 2.6712, -3.4531], [0.5352, 1.5277, -3.7828], [4.6246, 1.1125, -3.8479], [5.0041, 0.4013, -2.2640], [4.3698, 2.0472, -2.3514], [3.2864, -0.6673, -4.8950], [1.7481, -1.4074, -4.3576], [3.2841, -1.8981, -3.5986]],
  "mulliken_charge": [-0.61, -1.46, 0.73, -1.14, 0.44, 0.00, -0.72, -1.07, 0.01, -1.39, 1.85, -0.27, -0.82, -0.87, -0.86, -0.55, 0.45, 1.16, -1.24, -1.20, 0.37, 0.28, 0.49, 0.34, 0.23, 0.36, 0.44, 0.43, 0.41, 0.53, 0.44, 0.41, 0.40, 0.36, 0.40, 0.40, 0.20, 0.40, 0.39, 0.25, -0.63, 0.12, -0.42, 0.45, -0.61, -0.63, -1.19, -0.42, 1.44, 0.58, 0.47, 0.56, 0.76, -1.08, 0.72, -1.12, -1.45, -0.71, 0.48, 0.26, 0.22, 0.38, 0.34, 0.37, 0.43, 0.33, 0.35],
  "gap_ev": 5.116,
  "homo_ev": -6.0141,
  "e_tot_ev": -131306.7463,
  "e_above_lowest_kcal_mol": 51.5
}